--- one ---
{"formula": "C4H13NS", "method": "wB97M-V/def2-TZVPD", "total_charge": 0, "lumo_energy_ha": 0.0310, "homo_lumo_gap_ev": 10.02, "symbols": ["C", "C", "S", "H", "H", "H", "H", "H", "C", "N", "C", "H", "H", "H", "H", "H", "H", "H", "H"], "xyz": [[1.659, 1.993, 2.383], [0.508, 2.435, 1.449], [0.525, 1.279, 0.089], [1.408, 2.305, 3.365], [1.655, 0.888, 2.317], [2.695, 2.428, 2.159], [-0.432, 2.399, 1.951], [0.790, 3.424, 0.924], [-0.075, -2.755, -1.672], [-0.639, -1.403, -2.045], [-1.854, -1.310, -1.140], [0.903, -2.795, -2.209], [-0.727, -3.552, -2.070], [0.241, -2.808, -0.534], [-0.069, 2.099, -0.741], [0.000, -0.752, -1.660], [-2.737, -1.805, -1.571], [-1.738, -1.754, -0.163], [-2.114, -0.316, -0.834]]}

---

--- two ---
{"formula": "C4H13NS", "method": "wB97M-V/def2-TZVPD", "total_charge": 0, "lumo_energy_ha": 0.0288, "homo_lumo_gap_ev": 9.78, "symbols": ["C", "C", "S", "H", "H", "H", "H", "H", "C", "C", "N", "H", "H", "H", "H", "H", "H", "H", "H"], "xyz": [[1.111, -1.508, 0.148], [1.961, -0.680, 1.108], [2.319, 1.100, 0.618], [0.576, -0.775, -0.564], [0.240, -2.050, 0.475], [1.531, -1.941, -0.727], [2.979, -1.092, 1.229], [1.660, -0.550, 2.171], [-1.727, 0.395, -1.605], [-0.989, 1.121, -0.500], [-1.480, 0.456, 0.791], [-2.797, 0.548, -1.376], [-1.514, 0.763, -2.684], [-1.409, -0.752, -1.542], [0.123, 1.150, -0.655], [-1.358, 2.088, -0.319], [1.457, 1.720, 1.587], [-0.751, 0.342, 1.424], [-1.934, -0.337, 0.420]]}

---

Of them, one has the highest stability.

---

--- one ---
{"formula": "C5H6FN", "method": "wB97M-V/def2-TZVPD", "total_charge": 0, "lumo_energy_ha": -0.0065, "homo_lumo_gap_ev": 8.91, "symbols": ["C", "C", "C", "C", "C", "N", "F", "H", "H", "H", "H", "H", "H"], "xyz": [[3.746, -0.550, -0.001], [0.074, 0.282, 0.257], [0.872, -0.545, -0.389], [-1.377, -0.003, 0.469], [2.992, 0.514, -0.499], [4.461, -1.374, 0.391], [2.838, 1.601, 0.310], [0.595, 1.292, 0.571], [1.103, -1.307, -0.964], [-1.966, 0.632, -0.220], [-1.355, -1.123, 0.514], [-1.771, 0.325, 1.511], [3.291, 0.887, -1.544]]}

---

--- two ---
{"formula": "C5H6FN", "method": "wB97M-V/def2-TZVPD", "total_charge": 0, "lumo_energy_ha": 0.0315, "homo_lumo_gap_ev": 10.02, "symbols": ["C", "C", "C", "C", "C", "H", "H", "H", "H", "H", "H", "N", "F"], "xyz": [[0.333, 1.137, 0.494], [0.000, -0.266, 0.032], [1.020, -1.006, -0.329], [-1.364, -0.666, 0.116], [-2.480, -1.124, 0.063], [-0.119, 1.894, -1.338], [-1.420, 2.091, -0.228], [-0.018, 1.159, 1.490], [1.447, 1.307, 0.514], [0.849, -2.000, -0.661], [-3.533, -1.356, -0.112], [-0.381, 2.117, -0.336], [2.267, -0.707, 0.048]]}

---

Of them, two has the highest stability.